The following is a quantum chemistry calculation of a cluster of 2 separate species, C4H10N2O2 in total, from the OMol25 dataset.

Results
Gap between HOMO and LUMO (eV): 9.8
Highest occupied orbital energy (eV): -9.1
Total charge: 0
SMILES: C=C(C)N.NC(=O)O

Element x y z (Å)
N  -1.041031  2.578734  -0.887096
C  -0.035432  1.928720  -0.160414
O  -0.590374  1.401151  0.969274
O  1.156201  1.784232  -0.465557
H  -1.507874  1.774397  -1.347454
H  -1.778362  2.937378  -0.258318
C  -0.799587  -2.784262  -0.328071
C  0.308486  -1.859530  0.102158
C  1.209916  -1.521551  -0.810531
N  0.216958  -1.214504  1.408029
H  -0.628610  -3.175005  -1.334079
H  -0.983589  -3.615175  0.365289
H  -1.716528  -2.227034  -0.325776
H  1.943374  -0.687604  -0.701023
H  1.090714  -2.170294  -1.704126
H  -0.085663  -1.901015  2.097271
H  -0.386514  0.441709  1.007913
H  1.194654  -0.990288  1.705176

Atomic forces in eV per Å
-0.7824 0.2293 -1.1310
2.4150 -0.9205 0.7433
0.1933 0.0760 -0.3073
-3.3567 0.4625 0.4700
0.2452 0.8210 -0.1687
0.7527 -0.3846 -0.1748
0.1175 -0.3899 0.9005
-0.0684 0.4016 0.1651
0.3039 -0.0878 -0.4279
1.3697 -0.9095 -0.4383
0.0156 0.0742 0.2910
0.2384 0.0118 -0.0908
-0.6600 0.3705 -0.1471
-0.5736 -1.0487 -0.1991
0.7443 1.1819 0.2899
-0.3174 0.2304 -0.1095
0.4986 -0.1708 0.7422
-1.1357 0.0525 -0.4072

The following is a quantum chemistry calculation of the ion C4H10N2O2 with charge +1, from the OMol25 dataset.

Results
Gap between HOMO and LUMO (spin up / spin down) (eV): 10.9 / 5.9
Highest occupied orbital energy (spin up / spin down) (eV): -15.3 / -15.0
Spin multiplicity: 2
Total charge: +1
⟨S²⟩: 0.76

Element x y z (Å)
N  0.519642  -1.299390  1.837995
C  -0.281657  -0.524803  0.832780
C  0.251751  0.895819  0.566060
C  -0.695264  1.915056  -0.072314
O  1.248726  0.706551  -0.503940
C  -0.290835  -1.363330  -0.543683
N  -0.324582  -0.886016  -1.852221
O  -0.556920  -2.548474  -0.490652
H  1.471802  -1.265616  1.470241
H  0.109619  -2.343029  1.842732
H  -1.427399  -0.209098  1.218934
H  0.807146  1.311864  1.564703
H  -1.494613  1.459730  -0.733488
H  -1.376723  2.424697  0.609364
H  -0.132545  2.618101  -0.751935
H  2.101941  0.292954  -0.330285
H  0.008079  0.119806  -2.043517
H  0.061832  -1.304820  -2.620774

Atomic forces in eV per Å
-2.7754 -1.3363 -2.7217
-2.1526 1.3493 3.0648
3.2598 0.4418 0.0006
-1.2992 -0.2077 -1.2080
0.0808 0.8675 0.1804
-2.0761 -0.8240 -3.3676
0.3128 5.5351 2.7269
0.5949 -0.3016 1.4004
0.1148 -0.5121 0.6320
1.6163 3.0086 0.3687
2.6843 -2.0590 -1.0680
-1.5526 -1.0452 -2.2802
1.1375 -0.1338 0.3937
0.6838 0.3149 0.4315
-0.4868 -0.6120 1.1906
-0.0895 0.2237 0.7566
-0.8099 -1.6870 1.4037
0.7572 -3.0220 -1.9044

The following is a quantum chemistry calculation of a cluster of 2 separate species, C4H10N2O3 in total, from the OMol25 dataset.

Results
Gap between HOMO and LUMO (eV): 9.8
Highest occupied orbital energy (eV): -9.0
Total charge: 0
SMILES: NOC(N)=O.CC(C)=O

Element x y z (Å)
C  0.250192  0.780279  2.003456
C  2.020555  0.083664  0.325000
C  0.622179  0.614701  0.551457
O  0.151038  1.393093  -0.351698
H  0.819513  1.615314  2.415975
H  0.492733  -0.110667  2.583495
H  -0.823378  0.931403  2.089738
H  2.719152  0.881231  0.587305
H  2.194380  -0.142444  -0.726072
H  2.226995  -0.792214  0.937578
C  -1.617589  0.377970  -0.854397
N  -0.345927  -1.894364  -0.496219
N  -1.382050  0.119117  -2.186331
O  -0.804365  -0.674598  0.055227
O  -2.626952  0.774241  -0.370043
H  -0.677747  -2.110834  -1.434779
H  -0.730252  -2.606974  0.125740
H  -2.072021  0.532352  -2.796470
H  -0.416456  0.228730  -2.458963

Atomic forces in eV per Å
-0.5890 -0.6188 -0.1116
-0.3893 -0.6268 -0.3014
0.3453 2.7504 -1.4567
0.9090 -0.4742 1.3883
-0.1245 0.0756 -0.1203
0.1273 -0.0218 -0.0627
0.0397 0.3505 0.0522
-0.1496 0.0497 0.1884
-0.1348 -0.0806 0.0374
0.0890 -0.0098 -0.0168
-0.9870 -2.4996 0.3215
0.4903 -0.9582 0.2664
0.4792 0.2146 0.6408
-0.8032 0.3347 -0.6789
1.0195 0.3463 0.0191
-0.3947 0.7403 0.1304
-0.0654 0.1885 -0.2547
0.1625 0.1702 0.0623
-0.0242 0.0689 -0.1035

The following is a quantum chemistry calculation of a cluster of 2 separate species, C4H10N2OS in total, from the OMol25 dataset.

Results
Gap between HOMO and LUMO (eV): 5.3
Highest occupied orbital energy (eV): -8.5
Total charge: 0

Element x y z (Å)
N  4.273330  1.196808  1.347832
C  -0.528024  -0.461195  -1.035408
C  0.961992  -0.342594  -1.011233
S  1.813835  -1.624660  0.042679
C  -1.277878  0.497577  -0.429273
N  -2.382013  0.187234  0.380976
C  -3.304211  -0.938173  0.129357
O  -0.918433  1.733088  -0.333426
H  4.058951  0.582295  0.545899
H  4.393578  0.867495  2.285305
H  4.796820  2.046656  1.145966
H  -0.810729  -1.521706  -1.205052
H  1.238441  -0.439954  -2.120747
H  1.161307  0.688581  -0.658641
H  -2.765856  1.100436  0.592365
H  -2.884421  -1.771865  0.546348
H  -3.595916  -1.174271  -0.984936
H  -4.230767  -0.625752  0.761983

Atomic forces in eV per Å
-0.2583 0.7473 -1.0734
4.9886 -5.2010 -0.2663
-0.4174 1.3230 -1.6302
-1.9450 0.8326 -0.8894
-2.7285 6.3101 4.5614
0.6789 -0.1247 -2.4872
-2.5680 2.7681 -0.8670
-0.3834 -3.4764 -1.2269
0.4969 0.5106 1.3576
0.0023 -0.5327 -0.2530
-0.2660 -0.7375 -0.0446
-0.5975 0.9100 -0.1648
0.2795 0.0315 1.3669
0.3901 -0.5858 -0.4139
-0.4153 -0.2503 0.3768
0.8582 -2.3481 1.0184
0.5293 0.8370 2.0558
1.3555 -1.0138 -1.4201

The following is a quantum chemistry calculation of an isolated molecule of C4H10N2OS, from the OMol25 dataset.

Results
Gap between HOMO and LUMO (eV): 9.8
Highest occupied orbital energy (eV): -9.0
Total charge: 0
SMILES: NCNC(=O)CCS

Element x y z (Å)
O  -0.831740  0.784838  1.636235
C  -0.343121  0.318369  0.623059
N  -1.014096  0.315530  -0.565385
C  -0.825616  -0.656566  -1.619669
N  -2.072517  -1.158164  -2.156208
C  1.052445  -0.319845  0.728236
C  1.877622  0.469101  1.743604
S  2.138654  2.239060  1.459297
H  -1.730988  1.009784  -0.699243
H  -0.271348  -0.251507  -2.486624
H  -0.384158  -1.600482  -1.270897
H  -2.505289  -1.970233  -1.761568
H  -2.712374  -0.426170  -2.403811
H  0.923871  -1.335041  1.114962
H  1.541570  -0.349261  -0.246563
H  2.886452  0.024217  1.760934
H  1.400337  0.298267  2.704022
H  0.870288  2.608111  1.439617

Atomic forces in eV per Å
-0.0884 0.5811 -0.1689
-0.1464 -0.5194 0.6089
0.8854 -0.1769 0.1125
-0.6399 -1.1239 -0.9634
0.1240 0.6049 -0.7523
-0.4465 0.6076 -0.5931
0.2098 -0.7137 0.1111
0.5283 -0.2833 -0.2455
-0.2329 -0.1728 0.3019
0.1026 -0.0701 0.5912
0.6921 0.8074 0.2589
-0.0241 0.1168 0.4836
-0.3868 -0.1180 -0.0792
0.0728 -0.0268 -0.1340
-0.0022 -0.1006 0.0170
-0.3224 0.2746 0.1415
0.1974 0.2583 0.2026
-0.5227 0.0548 0.1071

The following is a quantum chemistry calculation of a cluster of 2 separate species, C4H10N2OS in total, from the OMol25 dataset.

Results
Gap between HOMO and LUMO (eV): 8.0
Highest occupied orbital energy (eV): -9.3
Total charge: 0

Element x y z (Å)
O  2.091630  -1.077005  -0.630885
C  1.211399  -1.134894  0.202745
C  0.402188  0.078978  0.608452
C  -0.059155  -0.085547  2.065637
S  1.432880  -0.409541  3.020396
N  -0.727330  0.182125  -0.327015
C  -0.319963  0.483027  -1.719878
N  -1.462941  1.031621  -2.439863
H  0.944840  -2.105042  0.619040
H  1.047423  0.949272  0.555082
H  -0.524820  0.864469  2.437033
H  -0.797705  -0.878734  2.126628
H  0.639579  -2.211224  3.220212
H  -1.334135  0.925186  -0.028540
H  -0.086516  -0.468876  -2.159146
H  0.519429  1.140570  -1.729626
H  -1.521751  0.683274  -3.371572
H  -1.455052  2.032342  -2.448700

Atomic forces in eV per Å
-0.5311 -0.0010 0.5800
0.9821 0.3194 -1.2032
-0.9049 -0.1488 0.0446
-0.5010 1.5935 -0.8709
-1.8596 -4.3487 1.0486
0.4891 -0.1369 0.0985
-1.6141 -0.4639 0.4132
0.2244 -0.2490 0.8528
-0.3557 -0.3367 0.3159
0.4869 0.2878 -0.0923
0.2856 -0.8103 -0.3532
0.0837 0.0758 0.1550
2.1875 3.4718 -0.0412
-0.3758 0.2291 0.2018
0.4991 -0.2451 -0.4054
0.9453 0.4855 -0.0941
-0.0456 -0.1237 -0.5082
0.0043 0.4009 -0.1418

The following is a quantum chemistry calculation of a cluster of 2 separate species, C4H10N2OS in total, from the OMol25 dataset.

Results
Gap between HOMO and LUMO (eV): 9.7
Highest occupied orbital energy (eV): -8.9
Total charge: 0

Element x y z (Å)
C  -1.947615  0.213322  -0.579627
C  -1.301365  1.240891  -0.153798
C  -2.501053  -1.057097  0.064432
C  -0.700169  2.176129  0.488744
N  3.542672  -0.266041  0.677271
N  1.187752  -1.115496  0.115629
O  2.506389  0.383073  -1.573561
S  2.238103  0.211586  0.107237
H  -2.209930  0.438472  -1.679408
H  -3.581493  -0.798622  0.289442
H  -2.245993  -1.880733  -0.474316
H  -2.156901  -1.095669  1.036156
H  -1.383055  2.790614  1.000723
H  0.324249  2.305109  0.466807
H  3.069166  -0.410288  -1.852774
H  3.589478  -0.140588  1.642141
H  1.329774  -1.927346  0.681014
H  0.239983  -1.067312  -0.256117

Atomic forces in eV per Å
-1.1099 0.0808 -3.3588
0.2667 -1.4967 1.1344
-1.7491 4.6216 0.5595
-1.2105 0.0425 -0.2688
0.9144 -1.1622 -1.6512
-0.5551 0.1947 -0.7855
0.7516 -1.8318 1.5155
-1.6574 0.4817 -1.8365
-0.0423 -0.9255 1.4521
0.7994 -1.0612 -1.0390
0.0028 -2.4740 -1.5049
1.3261 -0.4500 2.1159
-0.2651 1.3199 0.7343
1.8527 0.4003 0.1763
-0.8919 1.3023 0.5175
0.3081 0.5321 1.8988
0.7758 -0.1280 0.2894
0.4838 0.5536 0.0510

The following is a quantum chemistry calculation of an isolated molecule of C4H10N2OS, from the OMol25 dataset.

Results
Gap between HOMO and LUMO (eV): 9.3
Highest occupied orbital energy (eV): -9.0
Total charge: 0
SMILES: NCN[C@@H](C=O)CS

Element x y z (Å)
O  0.462050  -2.500717  -1.728879
C  0.835866  -1.491848  -1.175021
C  0.200983  -0.167119  -0.782794
C  -0.765876  0.247338  -1.892943
S  -2.112549  1.364803  -1.458041
N  -0.305369  -0.151636  0.585759
C  0.487812  0.691791  1.470894
N  0.575305  0.219898  2.851699
H  1.946005  -1.404762  -1.346281
H  1.045857  0.550165  -0.842172
H  -1.187262  -0.677499  -2.351995
H  -0.283947  0.757038  -2.744109
H  -2.579265  0.865149  -0.355449
H  -0.436098  -1.078111  0.965210
H  1.545738  0.719682  1.047567
H  0.513362  1.826324  1.420856
H  0.024152  -0.633472  2.917048
H  0.033238  0.862976  3.418652

Atomic forces in eV per Å
-1.8774 0.4267 1.1211
2.9812 -0.3708 -2.6119
0.0417 0.4160 0.0244
-1.2113 -1.1764 -0.7987
0.3788 1.1482 -1.1339
-0.4996 0.8713 -0.2704
3.7304 0.8812 -0.4555
-1.2057 0.3174 -0.3274
-0.1127 0.3606 1.2530
-0.3725 -0.4266 0.2839
0.0810 0.6052 0.4256
0.1539 -0.1213 0.5567
-0.1243 -0.8372 1.0023
0.1216 0.0428 0.0531
-0.4866 -1.0623 0.4417
-2.0877 -0.9808 0.1254
0.3522 -0.1412 0.1002
0.1369 0.0473 0.2102

One value per record, in order, for DFT total energy: -11384.7799 -11374.1285 -13429.7953 -20168.3375 -20173.0968 -20169.8083 -20168.6609 -20170.7770 eV.
One value per record, in order, for ΔE to the lowest compared entry with this formula, charge and spin: 2.1229 3.9831 4.0610 5.5854 0.8261 4.1146 5.2620 3.1459 eV.
One value per record, in order, for largest force on an atom: 0.0665 0.1201 0.0609 0.1604 0.0314 0.0942 0.0967 0.0774 hartree/bohr.